(1)
Here is a molecular structure, C19H18Cl2N7O2PtS at a distorted geometry from OMol25. Energies are from wB97M-V/def2-TZVPD.

As for the spin multiplicity: 3. Its net charge is -1. The highest occupied orbital energy (spin up / spin down) is -1.80 / -3.38 eV. The value obtained for the HOMO-LUMO gap (spin up / spin down) is 4.636 / 5.808 eV.

Geometry (Å):
H  2.280  3.791  -1.308
C  2.978  3.191  -1.900
N  -0.337  -2.283  0.834
H  1.676  2.188  3.594
H  2.402  2.812  -4.439
S  -0.870  -2.641  -1.978
H  -0.336  -4.553  4.689
H  3.465  -3.604  2.935
H  -0.346  3.661  3.491
C  1.647  -4.176  3.927
H  -4.042  1.473  -0.753
C  -0.381  -3.417  2.912
H  1.824  0.272  2.025
C  0.288  0.387  -3.278
O  2.443  0.907  -0.567
H  0.699  1.159  -5.287
O  -0.796  -0.119  -3.563
N  2.274  2.087  -2.493
H  -3.947  1.779  0.980
H  -2.091  3.165  1.837
C  -3.397  1.850  0.041
H  -3.563  -0.248  -1.688
N  0.881  0.237  -2.056
C  0.311  -2.764  1.839
N  -3.228  -2.115  -3.092
C  -0.240  2.823  2.814
C  1.876  1.028  -1.644
H  -3.447  -1.362  -3.738
Cl  2.618  -2.016  0.686
C  0.995  1.215  -4.252
H  -3.196  2.903  -0.165
H  3.750  2.805  -1.235
C  0.258  -4.090  3.916
C  -2.121  1.046  0.133
H  3.416  3.809  -2.682
Cl  -2.099  -3.299  2.909
H  2.148  -4.717  4.716
N  0.036  0.639  1.114
C  -1.213  2.541  1.896
H  -2.870  -2.915  -3.598
N  -2.663  -0.654  -1.417
N  -1.889  -0.053  -0.542
C  0.963  0.927  2.005
C  1.746  -2.832  1.950
C  2.385  -3.544  2.932
C  0.890  1.997  2.881
C  -2.284  -1.724  -2.139
C  1.909  2.085  -3.801
C  -1.087  1.423  1.037
Pt  0.285  -1.072  -0.477

Here are the Mulliken charges for atoms 1 to 4, given in e:
1 H 0.29
2 C -0.97
3 N -0.56
4 H 0.39

---

(2)
Here is C23H25N9O3 in the gas phase at a distorted geometry from OMol25. Energies are from wB97M-V/def2-TZVPD.

Its SMILES is CC(C)Oc1ccc(/C=N/NC(=O)c2nnn(-c3nonc3N)c2CN(C)c2ccccc2)cc1. As for the spin multiplicity: 1. The highest occupied orbital energy is -7.99 eV. The value obtained for the HOMO-LUMO gap is 7.975 eV.

Geometry (Å):
H  2.970  -1.000  -0.431
C  1.065  4.715  0.567
H  1.652  -5.916  -5.127
N  -1.001  -0.781  0.490
C  -1.414  4.934  4.136
C  2.480  -0.039  -0.396
C  2.146  2.090  0.667
N  0.487  3.659  -0.229
H  0.179  -2.905  1.122
H  -1.370  4.605  -0.180
N  -1.504  6.241  4.171
C  -0.970  3.590  -0.213
H  2.630  -8.789  -4.805
H  0.216  -4.717  -4.101
H  -1.329  3.076  -1.105
C  -0.102  -2.803  0.064
C  2.791  0.868  0.600
O  1.719  -6.880  -3.296
H  2.009  -6.796  -0.823
C  2.694  -7.794  -5.237
C  0.894  1.524  -1.295
C  -1.496  1.427  1.129
H  1.226  -5.038  0.720
N  -1.615  5.638  2.029
N  -1.599  1.148  2.450
H  0.119  -8.530  -4.689
C  1.555  -6.927  -4.709
H  1.035  4.531  1.651
N  -1.456  3.266  2.259
C  -1.484  4.553  2.740
C  0.452  -4.797  -3.051
C  1.171  2.432  -0.271
H  -0.733  -0.859  1.475
C  1.191  -5.875  -2.562
C  -1.513  0.407  0.060
H  2.106  4.842  0.269
H  3.535  0.622  1.344
H  -1.353  4.485  6.099
C  1.011  -4.965  -0.337
H  -0.544  -2.967  -2.564
C  -1.398  2.805  0.978
O  -1.923  0.630  -1.057
N  -1.584  2.231  3.115
C  1.448  -5.950  -1.188
N  -1.219  4.110  5.177
C  0.192  -7.515  -5.072
H  3.652  -7.360  -4.959
N  -0.718  -1.775  -0.362
H  1.287  -0.390  -2.139
H  -0.610  -6.925  -4.635
H  0.165  1.772  -2.050
H  2.637  -7.869  -6.319
O  -1.622  6.660  2.889
C  1.535  0.303  -1.350
H  0.528  5.641  0.366
C  0.298  -3.866  -0.826
H  0.071  -7.535  -6.151
C  0.019  -3.808  -2.192
H  2.403  2.770  1.464
H  -1.377  3.127  5.006

Here are the Mulliken charges for atoms 1 to 4, given in e:
1 H 0.46
2 C -1.30
3 H 0.30
4 N 0.21

---

(3)
Here is 12 unconnected molecules or ions with the total composition C45H106O29S3 at a distorted geometry from OMol25. Energies are from wB97M-V/def2-TZVPD.

Its SMILES is C[C@H]1COC(=O)O1.C[C@H]1COC(=O)O1.CCOS(C)(=O)=O.CCOS(C)(=O)=O.CCOS(C)(=O)=O.COCCOC.COCCOC.COCCOC.COCCOC.COCCOC.COCCOC.COCCOC. As for the spin multiplicity: 1. The highest occupied orbital energy is -8.98 eV. The value obtained for the HOMO-LUMO gap is 9.242 eV.

Geometry (Å):
O  -1.102  -1.188  -7.284
S  -1.414  4.615  3.382
H  2.883  1.805  -2.128
H  -0.966  -1.537  3.902
C  -3.823  -3.705  -2.102
O  0.501  -2.632  -5.595
C  -2.967  -2.052  5.223
C  -3.368  -5.910  -2.096
H  -1.007  1.901  3.183
H  -4.224  -6.699  6.038
H  -3.027  -3.092  4.916
O  3.534  -0.800  3.275
H  3.186  -1.171  0.325
H  -3.253  6.158  3.364
C  0.658  -1.257  5.166
H  3.816  3.033  -0.280
H  -2.725  -1.860  -6.121
H  -1.626  0.823  -6.857
O  2.437  1.888  -5.411
C  -4.603  2.313  -1.275
H  3.404  -0.181  -3.730
H  -3.242  -6.631  -1.275
H  3.482  2.089  -7.245
H  -1.705  -5.241  -3.328
H  0.705  -6.807  4.294
H  -0.603  0.574  6.829
C  3.437  -0.230  -2.614
C  -1.720  0.030  -7.675
O  2.668  3.596  2.716
H  3.850  4.096  5.414
H  1.558  2.670  4.163
H  -3.285  -1.426  4.387
H  -2.052  1.940  4.633
C  -3.163  -6.584  6.185
C  5.839  -0.732  1.518
S  3.764  -1.977  2.465
H  1.986  -1.862  1.271
H  -0.781  3.543  -1.958
H  1.201  0.645  7.111
C  -0.491  3.722  -0.895
H  -1.388  -2.020  -0.605
O  0.340  -0.134  1.585
C  -2.358  -3.222  1.542
C  1.463  -3.602  -5.704
H  3.282  2.183  4.094
O  -0.356  1.998  -4.258
H  1.234  7.135  -1.880
C  -0.862  -2.944  -5.726
H  -6.193  1.012  -1.562
O  -1.110  4.865  4.795
H  3.277  -2.931  0.513
H  -1.779  6.798  2.616
H  1.828  -5.272  2.874
C  -0.105  0.892  -3.425
C  2.603  3.047  4.023
H  -1.087  0.341  0.099
C  1.440  2.873  -5.626
H  -2.888  -3.479  0.540
H  1.895  0.892  0.531
H  -0.847  -7.090  5.973
H  0.394  1.105  -2.467
O  -0.280  4.290  2.559
H  -0.535  -3.011  4.882
H  0.830  -6.070  1.671
H  -3.239  3.294  -3.988
C  -2.013  2.086  3.520
H  -2.850  -7.380  6.877
C  0.377  0.802  6.350
C  -0.342  -0.408  0.361
C  -3.002  1.170  2.781
H  -4.504  3.958  -5.153
C  -2.081  5.337  -1.342
H  2.173  5.228  6.698
O  -2.541  -3.757  -2.357
O  2.743  5.674  1.850
H  -1.499  -3.918  1.720
H  7.895  -1.286  2.003
O  -5.654  1.753  -3.320
H  -4.322  2.059  -0.247
H  4.288  -0.882  -2.391
H  -1.107  -5.338  5.680
C  3.036  -1.964  1.019
H  2.349  6.627  -0.596
H  -2.707  5.641  1.719
H  5.298  -0.417  0.630
H  4.925  2.252  0.736
H  7.372  -1.846  0.428
H  0.928  1.846  1.554
H  1.370  -1.493  4.390
H  -3.020  -5.557  6.551
C  -0.956  -1.798  0.399
H  -1.057  -3.676  -6.509
C  1.900  -1.969  -2.624
H  -0.507  2.797  -0.365
H  -1.461  -0.948  -5.339
H  0.921  -2.196  -2.306
H  -3.673  2.708  -1.663
H  0.768  -4.261  1.912
H  1.190  -4.445  -5.044
H  1.870  -1.974  -3.725
C  3.054  1.370  -6.585
H  -2.765  0.079  2.900
H  2.032  0.749  2.267
H  -0.732  -7.287  3.391
O  1.307  5.225  -1.734
C  -5.227  1.264  -2.075
C  -0.283  -6.511  4.022
H  0.348  1.871  6.221
H  -1.548  5.485  -2.301
H  1.621  3.284  -1.357
C  -1.106  -5.253  -1.244
H  -1.101  0.416  -3.191
O  -4.453  -2.675  -2.066
H  -3.098  -3.269  2.370
H  2.451  -3.240  -5.293
C  1.027  4.104  -0.897
C  0.846  -5.234  2.375
C  -0.659  -1.927  4.877
H  5.443  2.739  -0.898
C  2.670  4.963  2.787
C  -1.608  -1.688  -6.109
S  -4.806  1.682  -4.693
C  0.602  2.994  -4.438
H  0.779  4.499  5.834
H  1.740  -3.905  -6.746
O  -0.225  -5.288  3.278
O  2.331  -0.777  -2.037
C  1.851  4.394  6.104
H  -1.186  -3.318  -4.771
H  -3.701  -6.414  -3.040
H  -2.831  -0.133  -7.877
H  1.434  4.283  0.080
C  -2.389  5.957  2.722
H  1.093  -1.565  6.172
O  -2.498  -6.657  4.944
H  2.387  0.756  -7.136
O  -1.324  4.705  -0.349
H  5.810  0.055  2.235
C  4.639  2.346  -0.303
H  -4.050  1.348  2.968
H  -0.209  -2.589  0.522
H  -1.553  -5.090  -0.268
H  0.776  2.549  -6.476
H  0.502  0.091  -3.906
C  2.875  4.275  4.939
H  -5.217  3.188  -1.230
C  -2.103  -5.082  -2.347
H  -0.033  3.838  -4.626
H  -2.881  1.282  1.679
O  5.278  -1.970  2.097
H  1.191  3.137  -3.558
O  4.237  1.060  -0.814
C  3.792  1.169  -2.160
O  -5.760  1.677  -5.719
H  -4.692  0.324  -2.197
H  -0.706  -6.252  -1.194
O  0.601  0.178  5.067
H  -3.007  4.736  -1.558
H  0.396  -0.414  -0.441
O  3.424  -3.240  3.048
H  4.583  1.629  -2.701
H  -3.774  -2.009  6.018
H  7.617  -0.132  0.764
H  -0.259  -4.524  -1.366
O  -3.879  0.612  -4.498
H  -1.278  0.347  -8.629
H  -2.313  6.355  -0.963
H  2.011  3.540  6.723
H  3.892  0.761  -6.231
O  -1.880  -1.898  1.481
O  2.754  5.405  4.087
H  2.588  -2.827  -2.344
C  7.271  -1.054  1.159
H  -3.257  2.835  -5.726
O  -1.718  -1.609  5.796
C  -3.843  3.119  -4.848
H  1.938  3.873  -5.879
O  -4.333  -4.929  -1.704
H  0.534  6.497  -0.383
C  1.290  0.895  1.478
C  -1.086  -6.346  5.209
C  1.393  6.449  -1.075
O  -2.464  3.472  3.222

Here are the Mulliken charges for atoms 1 to 4, given in e:
1 O -0.38
2 S 1.38
3 H -0.62
4 H -0.47

---

(4)
Here is a molecular structure, C25H30BClN9O4PS2Se3TeYb at a distorted geometry from OMol25. Energies are from wB97M-V/def2-TZVPD.

As for the spin multiplicity: 2. Its net charge is -1. The highest occupied orbital energy (spin up / spin down) is -3.87 / -3.86 eV. The value obtained for the HOMO-LUMO gap (spin up / spin down) is 5.275 / 5.175 eV.

Geometry (Å):
H  3.830  -1.166  -5.074
C  -4.192  -1.310  0.489
H  2.952  -4.920  -0.845
H  -3.359  2.856  -0.806
C  -5.315  2.054  4.629
N  4.045  0.809  -4.435
H  6.305  -1.383  -3.451
C  -3.176  -2.671  -1.605
C  2.272  -4.448  -0.102
H  -5.998  2.874  4.930
C  -3.843  1.987  2.605
Cl  -1.267  -4.355  -2.777
N  0.210  3.413  1.471
H  -5.530  -2.045  -1.382
H  2.095  2.533  1.356
C  -1.899  4.163  1.464
H  1.205  -3.630  -1.748
H  3.321  -4.996  1.756
O  -5.363  -1.270  0.053
S  -2.429  1.579  3.543
H  -2.686  1.121  -0.089
Se  -1.667  -2.662  4.631
C  0.022  -3.672  0.069
H  1.521  2.612  2.923
N  -1.825  3.051  0.685
C  5.750  -0.732  -2.758
H  3.999  0.192  -0.580
C  5.474  1.636  -2.070
C  3.454  -0.489  -4.308
C  1.281  -4.307  2.015
C  -3.103  -1.986  -0.274
C  -0.678  4.398  2.010
P  3.942  -1.134  -2.574
H  5.942  1.830  -4.759
C  -6.074  2.317  2.291
O  -3.878  -2.949  -3.809
Se  1.524  -0.149  2.736
H  5.904  1.439  -1.085
H  3.765  2.835  -3.817
N  6.097  0.644  -3.059
C  -5.478  2.420  1.084
H  2.434  0.353  -1.345
H  -5.719  1.047  4.841
C  3.509  0.337  -1.526
H  -2.788  4.731  1.524
B  -3.034  2.217  0.154
H  6.189  -0.972  -1.780
S  0.022  1.071  0.204
C  -4.211  -2.650  -2.670
O  -3.809  -0.717  1.575
H  2.404  1.726  -3.514
Yb  -1.803  -0.813  2.082
N  -5.093  2.137  3.234
H  -5.917  2.620  0.120
N  -4.104  2.225  1.274
H  -0.304  5.070  2.747
H  5.879  2.593  -2.399
H  1.349  -4.396  3.098
H  5.957  0.019  -4.990
H  -4.355  2.159  5.137
C  -1.911  -3.279  -1.635
C  2.374  -4.602  1.285
C  3.514  1.803  -3.512
C  0.084  -3.888  1.460
Se  2.283  -1.845  4.050
Te  0.377  -2.048  5.799
C  1.136  -3.958  -0.704
H  2.404  -0.533  -4.445
N  -2.023  -2.383  0.398
H  -7.088  2.422  2.583
C  -0.580  2.506  0.772
H  2.092  4.075  2.136
O  -5.493  -2.275  -2.384
C  1.531  3.138  2.019
H  -0.822  -3.680  2.012
C  5.568  0.851  -4.383
N  -1.237  -3.129  -0.441
N  4.035  1.577  -2.108

Here are the Mulliken charges for atoms 1 to 4, given in e:
1 H 0.37
2 C 1.27
3 H 0.33
4 H -0.19

---

DFT total energy across the listed records, respectively: -2706.481811; -1609.862935; -5154.316712; -12018.463960 hartree.